48
Properties=species:S:1:pos:R:3 method="wB97M-V/def2-TZVPD" total_charge=+2 e_lumo_ev="-9.5 / -10.1" orbital_gap_ha="0.261 / 0.236" total_energy_ev=-54896.456
N -1.500 1.204 -0.012
C -2.333 2.077 0.132
O -3.148 2.932 0.234
Tl 0.551 -0.806 -2.783
V -0.034 0.025 0.501
N 1.538 0.801 -0.263
N -0.371 -1.553 -0.633
C 1.917 2.245 -0.333
C -1.637 -2.231 -1.074
C 1.722 2.730 -1.768
C 3.366 2.487 0.113
C 1.045 3.083 0.591
C -1.341 -3.448 -1.960
C -2.394 -2.729 0.149
C -2.512 -1.244 -1.837
H 2.402 2.232 -2.471
H 1.917 3.811 -1.810
H 0.689 2.556 -2.104
H 3.546 2.045 1.102
H 3.540 3.570 0.194
H 4.112 2.092 -0.589
H -0.012 3.038 0.322
H 1.367 4.132 0.509
H 1.153 2.769 1.636
H -0.645 -3.223 -2.787
H -2.295 -3.789 -2.401
H -0.926 -4.274 -1.358
H -1.834 -3.528 0.645
H -3.376 -3.131 -0.140
H -2.538 -1.943 0.894
H -2.741 -0.357 -1.231
H -3.448 -1.758 -2.122
H -2.059 -0.913 -2.786
C 0.590 -2.430 0.057
H 1.067 -1.836 0.862
H 0.129 -3.338 0.474
H 1.403 -2.768 -0.604
C 2.655 -0.029 -0.714
H 3.521 0.058 -0.035
H 2.406 -1.091 -0.724
H 2.971 0.265 -1.731
C -1.438 0.450 4.318
C -0.933 0.129 2.919
O -1.304 -0.906 2.274
O -0.101 0.979 2.402
H -1.762 -0.462 4.835
H -2.287 1.136 4.236
H -0.637 0.942 4.874

44
Properties=species:S:1:pos:R:3 method="wB97M-V/def2-TZVPD" total_charge=0 e_lumo_ev=0.9 orbital_gap_ha=0.397 total_energy_ev=-21548.785
C -3.645 0.554 0.797
C -3.739 -0.028 -0.619
C -2.481 -0.828 -1.025
C -2.687 -2.334 -0.879
C -1.399 -3.157 -0.805
C -0.506 -2.802 0.392
C 0.958 -3.187 0.205
C 1.662 -2.412 -0.909
C 1.884 -0.953 -0.490
N 1.707 -0.033 -1.642
C 1.940 1.325 -1.419
O 2.796 1.978 -2.009
O 1.014 1.992 -0.621
O 1.164 1.598 0.751
C 2.123 2.471 1.341
C 1.567 3.876 1.570
C 2.671 4.938 1.534
H -4.009 -0.136 1.554
H -4.251 1.453 0.861
H -2.617 0.814 1.034
H -3.875 0.793 -1.316
H -4.581 -0.714 -0.672
H -1.648 -0.464 -0.430
H -2.242 -0.616 -2.065
H -3.237 -2.665 -1.759
H -3.275 -2.565 0.009
H -0.853 -3.139 -1.745
H -1.691 -4.198 -0.654
H -0.598 -1.754 0.662
H -0.903 -3.360 1.240
H 1.491 -3.032 1.143
H 1.015 -4.251 -0.023
H 1.099 -2.446 -1.835
H 2.641 -2.866 -1.047
H 2.894 -0.830 -0.095
H 1.187 -0.703 0.295
H 2.376 -0.304 -2.350
H 3.051 2.485 0.771
H 2.328 2.003 2.302
H 1.076 3.867 2.540
H 0.802 4.086 0.829
H 3.258 4.880 2.446
H 2.224 5.922 1.451
H 3.311 4.742 0.680

50
Properties=species:S:1:pos:R:3 method="wB97M-V/def2-TZVPD" total_charge=-1 e_lumo_ev=2.9 orbital_gap_ha=0.172 total_energy_ev=-34392.321
C -2.461 12.824 31.706
O -3.507 13.181 30.924
H -2.405 13.397 32.654
H -2.329 11.721 31.856
H -1.431 12.981 31.267
C -1.240 16.822 29.813
C -1.509 17.526 31.135
O -0.772 16.968 32.192
C -1.352 16.249 33.123
O -2.525 16.029 33.176
O -0.445 15.861 34.014
C -0.908 15.080 35.110
H -0.324 17.048 29.272
H -2.085 17.037 29.153
H -1.297 15.749 30.013
H -2.560 17.651 31.404
H -1.241 18.590 31.034
H -1.164 14.045 34.874
H -1.825 15.525 35.506
H -0.055 15.133 35.788
C -1.236 10.611 35.671
C -2.541 11.200 35.179
O -3.419 10.171 34.755
C -4.549 10.597 34.210
O -4.831 11.721 33.943
O -5.314 9.510 33.993
C -6.616 9.801 33.541
H -1.489 9.838 36.402
H -0.571 11.366 36.092
H -0.621 10.166 34.887
H -2.283 11.863 34.341
H -3.060 11.914 35.822
H -7.219 8.894 33.474
H -6.572 10.136 32.502
H -7.175 10.508 34.151
C -2.355 7.371 32.783
C -2.769 8.381 31.740
O -4.180 8.204 31.524
C -4.684 8.734 30.404
O -4.152 9.545 29.713
O -5.927 8.251 30.253
C -6.390 8.130 28.915
H -1.255 7.411 32.809
H -2.563 6.325 32.552
H -2.662 7.602 33.801
H -2.172 8.358 30.831
H -2.657 9.372 32.187
H -7.440 7.853 28.933
H -5.769 7.388 28.416
H -6.328 9.088 28.396